{
  "formula": "ClIn3O16P4Y2",
  "method": "ωB97M-V with the def2-TZVPD basis set",
  "e_homo_ev": -15.280,
  "homo_lumo_gap_ev": 2.7,
  "charge": 2,
  "lumo_ev": -12.60,
  "symbols": ["In", "In", "In", "Y", "Y", "P", "O", "O", "O", "O", "P", "O", "O", "O", "O", "P", "O", "O", "O", "O", "P", "O", "O", "O", "O", "Cl"],
  "coordinates": [[3.5913, 0.5992, 2.6322], [-1.1344, -1.7973, -2.0054], [1.3553, 2.9483, -1.4567], [3.1324, -3.4125, -0.2985], [-1.1273, 0.6274, 1.7701], [-3.8437, 0.9304, 1.2117], [-4.9371, 1.7428, 0.5049], [-2.9522, 1.8864, 2.0574], [-2.7918, 0.2140, 0.3102], [-4.5641, 0.0234, 2.2214], [-1.2902, 3.7832, 0.4239], [-1.8755, 4.7149, 1.5066], [-2.3986, 3.0599, -0.3185], [-0.3752, 2.6294, 0.9018], [-0.5012, 4.8125, -0.3575], [1.4526, -0.2748, 0.3595], [2.3613, 0.9103, 0.1049], [0.0934, -0.1833, -0.2185], [2.2467, -1.5436, 0.5206], [0.9271, 0.2245, 1.7849], [1.6136, -3.8659, -2.8414], [2.2210, -3.2373, -4.0708], [1.4522, -2.9304, -1.6117], [2.5823, -4.7549, -2.1119], [0.1623, -4.4375, -2.9771], [4.5997, -2.6688, 1.9582]],
  "forces_ev_per_angstrom": [[-0.3461, -0.1861, -0.4839], [0.6766, 0.3936, 0.5427], [0.0889, -0.3373, 0.6967], [0.3184, 1.9280, 2.2029], [2.0006, 1.2692, -1.9554], [1.1008, 0.8885, -0.8071], [0.0291, -1.2184, 0.7681], [-1.1664, -0.5937, 0.6266], [-1.0682, -0.3455, 1.0801], [-0.2776, 0.8412, -1.0480], [-0.4493, -1.8179, 0.4162], [0.4011, -0.2833, -0.9319], [-0.4006, 1.2640, -0.0949], [0.1693, -0.1240, 0.7108], [0.0446, 0.3342, -0.0237], [1.9128, 4.0222, 4.0933], [0.9628, 0.1322, -2.0505], [-4.0007, -1.8218, -4.0433], [0.1598, -2.2491, -1.0409], [0.8588, -1.5129, 2.9286], [-1.9827, 0.1625, 0.3818], [-0.9654, -0.5024, 0.2910], [-1.0291, 2.2697, 0.1961], [1.8408, -2.2488, -0.0455], [1.7755, 0.4389, -0.9518], [-0.6536, -0.7030, -1.4578]]
}